The following is a quantum chemistry calculation of a cluster of 12 separate species, C73H137N5O26 in total, from OMol25.

Results
E_tot: -5093.6202 a.u.
Energy relative to the best compared isomer or geometry (same formula, charge and spin): 0.000 eV
SMILES: CC1(C)CCCC(C)(C)N1O.CC1(C)CCCC(C)(C)N1O.CC1(C)CCCC(C)(C)N1O.CC1(C)CCCC(C)(C)N1O.CC1(C)CCCC(C)(C)N1O.C[C@H]1COC(=O)O1.C[C@H]1COC(=O)O1.C[C@H]1COC(=O)O1.C[C@H]1COC(=O)O1.C[C@H]1COC(=O)O1.C[C@H]1COC(=O)O1.C[C@H]1COC(=O)O1
Lowest unoccupied orbital energy: 0.00949 Ha

Last columns: bonded neighbours and bond lengths (Å).
Geometry (Å):
1 O 11.478 -2.501 -18.440  C64 1.429, C86 1.360
2 O 18.859 -6.718 -21.655  N29 1.423, H188 0.970
3 O 9.307 -2.681 -18.380  C44 1.436, C86 1.319
4 O 18.155 -10.333 -14.036  N30 1.429, H115 0.968
5 O 8.205 -7.609 -23.006  N28 1.412, H227 0.974
6 O 14.872 -11.325 -13.822  N31 1.419, H225 0.968
7 O 14.943 -12.057 -17.203  C43 1.189
8 O 14.699 -7.734 -17.200  C58 1.434, C78 1.330
9 O 12.418 0.419 -16.783  C56 1.188
10 O 12.709 -1.292 -15.349  C46 1.458, C56 1.353
11 O 13.593 -12.354 -18.932  C38 1.396, C43 1.321
12 O 10.522 -4.121 -17.171  C86 1.199
13 O 8.127 -9.288 -15.951  C49 1.445, C71 1.341
14 O 13.352 -6.312 -21.035  C83 1.343, C91 1.433
15 O 12.692 -11.954 -16.924  C43 1.378, C77 1.484
16 O 9.813 -11.532 -13.369  C54 1.432, C89 1.336
17 O 13.555 -6.515 -15.818  C67 1.452, C78 1.323
18 O 8.632 -4.845 -11.423  N27 1.419, H177 0.964
19 O 7.340 -11.356 -16.261  C71 1.195
20 O 14.397 -0.621 -16.587  C56 1.337, C57 1.422
21 O 15.578 -5.801 -16.401  C78 1.204
22 O 12.566 -4.381 -20.344  C32 1.430, C83 1.337
23 O 11.190 -5.761 -21.425  C83 1.194
24 O 6.990 -10.238 -14.329  C51 1.415, C71 1.337
25 O 11.329 -10.039 -13.997  C89 1.194
26 O 11.832 -12.244 -13.867  C89 1.346, C95 1.435
27 N 9.989 -5.016 -11.046  O18 1.419, C80 1.465, C81 1.456
28 N 8.470 -7.235 -21.671  O5 1.412, C69 1.457, C82 1.472
29 N 17.880 -7.539 -21.028  O2 1.423, C50 1.480, C100 1.486
30 N 18.426 -9.097 -13.373  O4 1.429, C40 1.459, C101 1.455
31 N 14.731 -12.249 -12.753  O6 1.419, C33 1.494, C41 1.456
32 C 13.957 -4.335 -20.016  O22 1.430, C88 1.541, C91 1.524, H131 1.091
33 C 15.327 -13.583 -13.066  N31 1.494, C35 1.547, C39 1.534, C103 1.521
34 C 10.132 -7.361 -11.957  C80 1.529, H146 1.093, H192 1.093, H240 1.090
35 C 14.933 -14.550 -11.924  C33 1.547, C45 1.533, H154 1.091, H239 1.095
36 C 14.290 -12.717 -10.459  C41 1.543, C45 1.518, H157 1.093, H180 1.098
37 C 8.275 -6.924 -18.852  C74 1.500, C75 1.523, H107 1.093, H130 1.095
38 C 12.216 -12.348 -19.160  O11 1.396, C77 1.541, H176 1.092, H238 1.092
39 C 14.623 -14.162 -14.300  C33 1.534, H147 1.091, H153 1.090, H182 1.089
40 C 17.757 -8.008 -14.076  N30 1.459, C84 1.552, C90 1.525, C93 1.530
41 C 14.814 -11.641 -11.433  N31 1.456, C36 1.543, C53 1.543, C60 1.537
42 C 20.051 -10.043 -11.852  C101 1.528, H110 1.093, H151 1.089, H222 1.093
43 C 13.846 -12.147 -17.652  O7 1.189, O11 1.321, O15 1.378
44 C 9.579 -1.953 -19.588  O3 1.436, C62 1.512, C64 1.523, H124 1.092
45 C 15.129 -13.981 -10.515  C35 1.533, C36 1.518, H217 1.090, H237 1.090
46 C 13.869 -1.882 -14.691  O10 1.458, C57 1.518, C96 1.527, H209 1.089
47 C 11.515 -7.501 -16.538  C67 1.501, H132 1.094, H167 1.089, H231 1.093
48 C 12.483 -6.085 -10.151  C98 1.525, C99 1.540, H118 1.100, H141 1.090
49 C 8.142 -8.302 -14.894  O13 1.445, C51 1.523, C72 1.524, H116 1.089
50 C 18.417 -7.996 -19.726  N29 1.480, C68 1.565, C85 1.525, C104 1.533
51 C 7.433 -9.023 -13.756  O24 1.415, C49 1.523, H158 1.089, H223 1.093
52 C 19.506 -6.414 -13.072  C66 1.543, C90 1.552, H108 1.092, H164 1.089
53 C 16.197 -11.119 -10.990  C41 1.543, H136 1.092, H219 1.088, H220 1.094
54 C 9.717 -12.926 -13.053  O16 1.432, C61 1.541, C95 1.549, H205 1.088
55 C 9.566 -3.878 -8.949  C81 1.526, H122 1.093, H194 1.095, H234 1.089
56 C 13.125 -0.377 -16.255  O9 1.188, O10 1.353, O20 1.337
57 C 14.958 -1.586 -15.707  O20 1.422, C46 1.518, H183 1.091, H228 1.092
58 C 13.782 -8.679 -16.633  O8 1.434, C67 1.552, H127 1.092, H178 1.094
59 C 10.636 -5.406 -13.435  C80 1.531, H142 1.093, H150 1.087, H200 1.098
60 C 13.818 -10.473 -11.352  C41 1.537, H160 1.091, H193 1.093, H206 1.091
61 C 8.737 -13.471 -14.108  C54 1.541, H109 1.092, H149 1.088, H232 1.085
62 C 8.499 -0.914 -19.797  C44 1.512, H133 1.092, H181 1.090, H189 1.091
63 C 9.480 -6.295 -8.841  C81 1.552, H199 1.087, H201 1.090, H210 1.094
64 C 11.000 -1.478 -19.316  O1 1.429, C44 1.523, H106 1.094, H215 1.089
65 C 7.941 -4.867 -22.046  C69 1.552, H120 1.086, H191 1.094, H196 1.093
66 C 20.006 -7.649 -12.294  C52 1.543, C101 1.534, H168 1.096, H179 1.091
67 C 12.814 -7.765 -15.835  O17 1.452, C47 1.501, C58 1.552, H162 1.089
68 C 19.749 -8.811 -19.836  C50 1.565, H105 1.092, H204 1.087, H221 1.100
69 C 7.646 -6.131 -21.195  N28 1.457, C65 1.552, C75 1.528, C94 1.554
70 C 18.435 -9.347 -22.672  C100 1.522, H123 1.092, H143 1.094, H229 1.091
71 C 7.484 -10.398 -15.561  O13 1.341, O19 1.195, O24 1.337
72 C 7.434 -7.053 -15.405  C49 1.524, H119 1.089, H140 1.087, H159 1.093
73 C 16.342 -9.453 -21.176  C79 1.539, C100 1.533, H169 1.090, H213 1.092
74 C 9.224 -7.934 -19.427  C37 1.500, C82 1.530, H112 1.094, H197 1.098
75 C 8.105 -5.737 -19.791  C37 1.523, C69 1.528, H129 1.092, H184 1.091
76 C 16.494 -7.884 -23.023  C100 1.539, H134 1.089, H155 1.090, H163 1.091
77 C 11.545 -12.363 -17.773  O15 1.484, C38 1.541, C92 1.506, H128 1.089
78 C 14.685 -6.603 -16.501  O8 1.330, O17 1.323, O21 1.204
79 C 16.942 -10.104 -19.918  C73 1.539, C104 1.550, H216 1.092, H233 1.090
80 C 10.645 -5.922 -11.994  N27 1.465, C34 1.529, C59 1.531, C98 1.557
81 C 10.156 -5.124 -9.604  N27 1.456, C55 1.526, C63 1.552, C99 1.525
82 C 8.768 -8.393 -20.814  N28 1.472, C74 1.530, C97 1.544, C102 1.553
83 C 12.262 -5.533 -20.952  O14 1.343, O22 1.337, O23 1.194
84 C 16.234 -8.267 -13.918  C40 1.552, H138 1.091, H190 1.093, H218 1.093
85 C 18.631 -6.781 -18.831  C50 1.525, H148 1.096, H171 1.087, H186 1.092
86 C 10.429 -3.150 -17.869  O1 1.360, O3 1.319, O12 1.199
87 C 20.854 -9.142 -14.077  C101 1.527, H165 1.093, H187 1.091, H207 1.095
88 C 14.132 -3.796 -18.583  C32 1.541, H111 1.093, H139 1.090, H198 1.085
89 C 11.009 -11.180 -13.849  O16 1.336, O25 1.194, O26 1.346
90 C 18.017 -6.645 -13.445  C40 1.525, C52 1.552, H195 1.093, H214 1.091
91 C 14.367 -5.796 -20.165  O14 1.433, C32 1.524, H161 1.091, H212 1.090
92 C 10.495 -11.294 -17.626  C77 1.506, H166 1.088, H172 1.090, H226 1.094
93 C 18.025 -7.871 -15.576  C40 1.530, H145 1.096, H173 1.091, H236 1.093
94 C 6.125 -6.446 -21.257  C69 1.554, H202 1.091, H208 1.092, H211 1.092
95 C 11.204 -13.340 -13.186  O26 1.435, C54 1.549, H126 1.089, H235 1.088
96 C 13.512 -3.366 -14.635  C46 1.527, H156 1.093, H185 1.087, H203 1.088
97 C 9.919 -9.183 -21.474  C82 1.544, H152 1.093, H174 1.087, H224 1.092
98 C 12.159 -5.987 -11.638  C48 1.525, C80 1.557, H125 1.093, H135 1.096
99 C 11.649 -5.111 -9.298  C48 1.540, C81 1.525, H114 1.093, H241 1.095
100 C 17.342 -8.578 -21.943  N29 1.486, C70 1.522, C73 1.533, C76 1.539
101 C 19.819 -9.017 -12.961  N30 1.455, C42 1.528, C66 1.534, C87 1.527
102 C 7.641 -9.457 -20.713  C82 1.553, H117 1.095, H121 1.094, H170 1.090
103 C 16.835 -13.510 -13.253  C33 1.521, H113 1.091, H137 1.092, H230 1.091
104 C 17.371 -8.892 -19.053  C50 1.533, C79 1.550, H144 1.094, H175 1.093
105 H 19.753 -9.850 -19.497  C68 1.092
106 H 11.084 -0.507 -18.820  C64 1.094
107 H 7.332 -7.419 -18.607  C37 1.093
108 H 20.046 -6.273 -14.010  C52 1.092
109 H 8.182 -14.299 -13.663  C61 1.092
110 H 19.388 -9.851 -11.004  C42 1.093
111 H 15.143 -4.053 -18.253  C88 1.093
112 H 9.458 -8.742 -18.728  C74 1.094
113 H 17.297 -14.421 -13.637  C103 1.091
114 H 11.795 -5.361 -8.244  C99 1.093
115 H 17.339 -10.596 -13.587  O4 0.968
116 H 9.185 -8.067 -14.682  C49 1.089
117 H 7.871 -10.209 -19.952  C102 1.095
118 H 12.154 -7.073 -9.797  C48 1.100
119 H 7.157 -6.376 -14.598  C72 1.089
120 H 8.995 -4.607 -22.023  C65 1.086
121 H 6.676 -9.082 -20.357  C102 1.094
122 H 8.475 -3.873 -9.009  C55 1.093
123 H 19.099 -8.640 -23.172  C70 1.092
124 H 9.602 -2.551 -20.501  C44 1.092
125 H 12.789 -5.220 -12.096  C98 1.093
126 H 11.331 -14.215 -13.822  C95 1.089
127 H 14.361 -9.443 -16.109  C58 1.092
128 H 11.266 -13.399 -17.589  C77 1.089
129 H 7.422 -5.048 -19.288  C75 1.092
130 H 8.674 -6.414 -17.969  C37 1.095
131 H 14.413 -3.631 -20.713  C32 1.091
132 H 10.969 -8.445 -16.633  C47 1.094
133 H 8.723 -0.027 -19.201  C62 1.092
134 H 15.845 -8.626 -23.487  C76 1.089
135 H 12.563 -6.923 -12.041  C98 1.096
136 H 16.915 -11.287 -11.795  C53 1.092
137 H 17.164 -12.731 -13.944  C103 1.092
138 H 15.903 -8.555 -12.920  C84 1.091
139 H 13.468 -4.345 -17.914  C88 1.090
140 H 8.046 -6.565 -16.160  C72 1.087
141 H 13.516 -6.062 -9.803  C48 1.090
142 H 9.680 -5.477 -13.959  C59 1.093
143 H 19.085 -9.893 -21.981  C70 1.094
144 H 17.683 -9.192 -18.049  C104 1.094
145 H 19.030 -7.470 -15.748  C93 1.096
146 H 10.582 -7.937 -12.770  C34 1.093
147 H 14.602 -13.384 -15.065  C39 1.091
148 H 17.632 -6.393 -18.602  C85 1.096
149 H 7.983 -12.688 -14.152  C61 1.088
150 H 11.483 -5.739 -14.030  C59 1.087
151 H 21.062 -10.066 -11.447  C42 1.089
152 H 10.383 -9.788 -20.691  C97 1.093
153 H 15.151 -15.053 -14.639  C39 1.090
154 H 13.896 -14.885 -11.984  C35 1.091
155 H 15.910 -7.094 -22.550  C76 1.090
156 H 14.373 -3.927 -14.264  C96 1.093
157 H 13.214 -12.868 -10.573  C36 1.093
158 H 6.607 -8.504 -13.271  C51 1.089
159 H 6.508 -7.425 -15.851  C72 1.093
160 H 14.146 -9.652 -11.991  C60 1.091
161 H 15.345 -5.836 -20.645  C91 1.091
162 H 12.831 -8.092 -14.797  C67 1.089
163 H 17.096 -7.422 -23.808  C76 1.091
164 H 19.651 -5.513 -12.479  C52 1.089
165 H 21.834 -9.524 -13.778  C87 1.093
166 H 10.966 -10.336 -17.832  C92 1.088
167 H 10.853 -6.775 -16.068  C47 1.089
168 H 21.088 -7.501 -12.197  C66 1.096
169 H 15.487 -8.877 -20.822  C73 1.090
170 H 7.477 -10.030 -21.626  C102 1.090
171 H 19.210 -5.931 -19.182  C85 1.087
172 H 9.992 -11.379 -16.663  C92 1.090
173 H 17.380 -7.175 -16.114  C93 1.091
174 H 9.570 -9.795 -22.303  C97 1.087
175 H 16.448 -8.349 -18.833  C104 1.093
176 H 11.884 -13.257 -19.664  C38 1.092
177 H 8.667 -4.154 -12.095  O18 0.964
178 H 13.392 -9.170 -17.529  C58 1.094
179 H 19.599 -7.592 -11.283  C66 1.091
180 H 14.355 -12.321 -9.437  C36 1.098
181 H 7.511 -1.294 -19.537  C62 1.090
182 H 13.606 -14.482 -14.084  C39 1.089
183 H 15.271 -2.457 -16.284  C57 1.091
184 H 9.056 -5.219 -19.924  C75 1.091
185 H 12.683 -3.539 -13.954  C96 1.087
186 H 19.014 -7.098 -17.858  C85 1.092
187 H 21.004 -8.191 -14.590  C87 1.091
188 H 19.611 -7.315 -21.792  O2 0.970
189 H 8.365 -0.594 -20.832  C62 1.091
190 H 16.000 -9.067 -14.624  C84 1.093
191 H 7.613 -5.069 -23.070  C65 1.094
192 H 9.053 -7.383 -12.131  C34 1.093
193 H 12.817 -10.730 -11.707  C60 1.093
194 H 9.809 -2.940 -9.458  C55 1.095
195 H 17.870 -5.875 -14.207  C90 1.093
196 H 7.310 -4.025 -21.749  C65 1.093
197 H 10.224 -7.511 -19.587  C74 1.098
198 H 13.992 -2.721 -18.539  C88 1.085
199 H 9.585 -6.167 -7.767  C63 1.087
200 H 10.762 -4.317 -13.381  C59 1.098
201 H 9.809 -7.285 -9.155  C63 1.090
202 H 5.875 -6.947 -22.193  C94 1.091
203 H 13.255 -3.688 -15.642  C96 1.088
204 H 20.355 -8.634 -20.720  C68 1.087
205 H 9.370 -13.202 -12.060  C54 1.088
206 H 13.708 -10.100 -10.332  C60 1.091
207 H 20.603 -9.869 -14.856  C87 1.095
208 H 5.480 -5.573 -21.142  C94 1.092
209 H 13.941 -1.475 -13.683  C46 1.089
210 H 8.419 -6.234 -9.098  C63 1.094
211 H 5.811 -7.078 -20.424  C94 1.092
212 H 14.479 -6.325 -19.218  C91 1.090
213 H 16.080 -10.289 -21.828  C73 1.092
214 H 17.355 -6.397 -12.614  C90 1.091
215 H 11.672 -1.462 -20.172  C64 1.089
216 H 17.793 -10.751 -20.142  C79 1.092
217 H 16.162 -13.676 -10.354  C45 1.090
218 H 15.642 -7.385 -14.176  C84 1.093
219 H 16.267 -10.071 -10.707  C53 1.088
220 H 16.678 -11.722 -10.215  C53 1.094
221 H 20.395 -8.469 -19.014  C68 1.100
222 H 19.764 -11.038 -12.202  C42 1.093
223 H 8.180 -9.239 -12.988  C51 1.093
224 H 10.702 -8.534 -21.873  C97 1.092
225 H 14.000 -11.406 -14.235  O6 0.968
226 H 9.670 -11.405 -18.335  C92 1.094
227 H 7.287 -7.930 -22.949  O5 0.974
228 H 15.847 -1.128 -15.269  C57 1.092
229 H 18.211 -10.134 -23.394  C70 1.091
230 H 17.276 -13.250 -12.289  C103 1.091
231 H 11.691 -7.138 -17.554  C47 1.093
232 H 9.242 -13.684 -15.045  C61 1.085
233 H 16.173 -10.752 -19.498  C79 1.090
234 H 9.887 -3.753 -7.916  C55 1.089
235 H 11.716 -13.472 -12.235  C95 1.088
236 H 17.977 -8.850 -16.059  C93 1.093
237 H 14.790 -14.721 -9.790  C45 1.090
238 H 11.936 -11.496 -19.783  C38 1.092
239 H 15.539 -15.460 -11.973  C35 1.095
240 H 10.335 -7.902 -11.033  C34 1.090
241 H 12.098 -4.117 -9.400  C99 1.095